No. 1
Molecular formula: C33H47N3S3Ti
Method: DFT, ωB97M-V with the def2-TZVPD basis set

Structure (ORCA input):
```
! RIJCOSX wB97M-V def2-TZVPD def2/J DEFGRID3
* xyz 1 2
Ti -0.344 -0.197 0.197
C 1.654 -3.072 -1.540
C 3.098 -2.630 -1.303
S 3.220 -1.301 -0.101
C 3.927 0.088 -1.016
C 3.167 1.393 -0.775
S 1.381 1.360 -1.043
C 1.198 0.806 -2.745
C 1.264 -0.703 -3.020
S 0.434 -1.767 -1.807
H 1.267 -3.624 -0.684
H 1.599 -3.728 -2.406
H 3.584 -2.327 -2.228
H 3.661 -3.479 -0.918
H 3.955 -0.153 -2.078
H 4.955 0.218 -0.681
H 3.555 2.169 -1.434
H 3.286 1.736 0.255
H 1.961 1.318 -3.333
H 0.228 1.197 -3.046
H 2.292 -1.043 -3.089
H 0.782 -0.900 -3.975
C 0.506 3.271 4.322
C 0.747 2.716 2.914
C 2.047 1.952 2.842
C 3.211 2.664 3.102
C 4.420 2.013 3.275
C 4.437 0.632 3.266
C 3.304 -0.138 2.981
C 3.567 -1.646 3.119
C 2.447 -2.676 3.240
C 2.117 0.557 2.657
N 0.933 -0.125 2.156
C 0.166 -0.670 3.054
C -1.086 -1.247 2.741
C -2.051 -1.752 3.598
C -3.188 -2.000 2.818
C -2.860 -1.632 1.520
N -1.582 -1.183 1.442
H -0.433 3.827 4.363
H 1.308 3.941 4.634
H 0.451 2.459 5.053
H 0.753 3.538 2.193
H -0.083 2.074 2.667
H 3.152 3.743 3.217
H 5.326 2.572 3.476
H 5.361 0.110 3.494
H 4.184 -1.732 4.014
H 4.213 -1.951 2.302
H 2.893 -3.664 3.356
H 1.803 -2.710 2.363
H 1.822 -2.506 4.118
H 0.464 -0.662 4.099
H -1.931 -1.908 4.662
H -4.140 -2.390 3.146
H -3.496 -1.662 0.649
C -3.848 -3.542 -2.713
C -3.350 -2.140 -2.964
C -3.577 -1.490 -4.174
C -3.096 -0.205 -4.398
C -3.313 0.496 -5.719
C -2.406 0.441 -3.375
C -2.196 -0.167 -2.142
C -2.661 -1.465 -1.967
N -1.577 0.548 -1.043
C -2.244 1.853 -0.666
C -3.762 1.717 -0.678
C -1.817 3.048 -1.523
C -1.792 2.129 0.763
H -4.430 -3.910 -3.555
H -4.480 -3.582 -1.824
H -3.016 -4.232 -2.551
H -4.137 -1.996 -4.955
H -3.973 -0.081 -6.366
H -2.367 0.638 -6.248
H -3.757 1.483 -5.575
H -2.021 1.436 -3.564
H -2.476 -1.974 -1.033
H -4.156 1.573 -1.684
H -4.205 2.628 -0.265
H -4.078 0.870 -0.062
H -2.267 3.035 -2.515
H -0.732 3.102 -1.622
H -2.152 3.968 -1.036
H -2.146 1.352 1.447
H -2.172 3.082 1.131
H -0.705 2.211 0.794
*
```

relative energy (zero: lowest compared OMol25 entry of this formula, charge and spin): 63.0 kJ/mol
HOMO level (alpha / beta): -10.59 / -10.66 eV
HOMO-LUMO gap (alpha / beta): 7.90 / 8.10 eV
total energy: -95071.9347 eV

No. 2
Molecular formula: C45H43Cl5FGeN3O3ScSe2
Method: DFT, ωB97M-V with the def2-TZVPD basis set

Structure (ORCA input):
```
! RIJCOSX wB97M-V def2-TZVPD def2/J DEFGRID3
* xyz 2 2
Sc -2.002 -0.285 1.880
F 2.909 -0.397 -2.879
C 3.032 -0.057 -1.582
C 1.919 0.008 -0.805
C 2.031 0.434 0.526
C 0.857 0.530 1.356
O -0.245 0.070 0.906
C 1.005 1.125 2.623
C 2.268 1.428 3.061
N 3.381 1.230 2.347
C 4.682 1.494 2.950
C 4.932 1.006 4.341
C 5.605 0.336 3.183
C 3.285 0.780 1.031
C 4.420 0.671 0.219
C 4.314 0.254 -1.090
N 5.479 0.157 -1.893
C 5.537 -0.753 -3.026
C 6.974 -1.179 -3.252
N 7.818 0.059 -3.489
C 7.716 1.020 -2.323
C 6.258 1.365 -2.114
C -0.113 1.424 3.573
O 0.087 2.105 4.549
O -1.278 0.924 3.224
H 0.946 -0.222 -1.225
H 2.395 1.844 4.052
H 5.107 2.447 2.663
H 4.140 0.455 4.833
H 5.510 1.645 4.993
H 5.245 -0.648 2.907
H 6.664 0.500 3.028
H 5.396 0.889 0.630
H 5.139 -0.297 -3.944
H 4.956 -1.649 -2.833
H 7.084 -1.825 -4.120
H 7.386 -1.667 -2.373
H 7.482 0.529 -4.332
H 8.790 -0.194 -3.666
H 8.321 1.891 -2.557
H 8.130 0.500 -1.463
H 5.886 1.916 -2.993
H 6.183 2.035 -1.263
Cl 0.248 -1.950 3.367
C -0.794 -3.081 2.512
C -1.893 -2.555 1.863
C -2.712 -3.503 1.271
Cl -4.166 -2.980 0.444
C -2.443 -4.870 1.274
Cl -3.497 -5.981 0.502
C -1.291 -5.333 1.911
Cl -0.915 -7.002 1.914
C -0.453 -4.427 2.551
Cl 0.968 -4.959 3.359
C -2.954 3.527 2.916
Se -3.532 2.272 1.558
C -5.236 1.777 2.341
C -5.076 1.077 3.681
Se -4.348 -0.717 3.559
C -5.950 -1.544 2.852
H -3.644 4.364 2.888
H -1.954 3.857 2.650
H -2.916 3.067 3.898
H -5.736 1.169 1.590
H -5.806 2.699 2.454
H -6.032 0.990 4.193
H -4.399 1.612 4.341
H -6.744 -1.335 3.564
H -5.773 -2.612 2.796
H -6.189 -1.157 1.866
C -7.031 1.576 -1.878
C -5.944 2.437 -1.966
C -4.666 1.981 -1.665
C -4.461 0.649 -1.285
C -5.566 -0.211 -1.205
C -6.843 0.250 -1.503
Ge -2.673 0.042 -0.917
C -1.353 1.332 -1.617
C -0.862 2.463 -0.954
C 0.087 3.290 -1.544
C 0.563 3.005 -2.821
C 0.085 1.891 -3.494
C -0.857 1.056 -2.896
C -2.275 -1.622 -1.831
C -3.088 -1.996 -2.905
C -2.811 -3.157 -3.621
C -1.736 -3.959 -3.261
C -0.921 -3.592 -2.195
C -1.185 -2.428 -1.484
H -8.026 1.936 -2.111
H -6.091 3.464 -2.274
H -3.828 2.663 -1.737
H -5.433 -1.252 -0.942
H -7.688 -0.425 -1.452
H -1.207 2.713 0.039
H 0.444 4.165 -1.012
H 1.289 3.659 -3.290
H 0.438 1.665 -4.493
H -1.202 0.189 -3.443
H -3.941 -1.390 -3.189
H -3.444 -3.440 -4.455
H -1.538 -4.874 -3.806
H -0.086 -4.221 -1.910
H -0.547 -2.161 -0.650
*
```

relative energy (zero: lowest compared OMol25 entry of this formula, charge and spin): 0.0 kJ/mol
HOMO level (alpha / beta): -11.95 / -12.37 eV
HOMO-LUMO gap (alpha / beta): 6.93 / 6.31 eV
total energy: -331203.5683 eV

No. 3
Molecular formula: C2HN5O
Method: DFT, ωB97M-V with the def2-TZVPD basis set

Structure (ORCA input):
```
! RIJCOSX wB97M-V def2-TZVPD def2/J DEFGRID3
* xyz 0 1
C -1.383 -0.247 -0.010
C 1.132 0.518 0.349
H 2.127 1.308 0.659
N -1.024 1.093 -0.488
N 0.306 1.278 -0.402
N 1.212 -0.785 0.515
N 0.668 -1.558 -0.428
N -0.525 -1.176 -0.717
O -2.512 -0.431 0.522
*
```

relative energy (zero: lowest compared OMol25 entry of this formula, charge and spin): 473.8 kJ/mol
HOMO level: -10.56 eV
HOMO-LUMO gap: 7.70 eV
total energy: -11581.0977 eV
SMILES: O=c1nncnnn1